No. 1
{"formula": "C15H22N7O4PbS3", "method": "the ωB97M-V functional and the def2-TZVPD basis", "symbols": ["Pb", "S", "C", "C", "C", "C", "C", "N", "H", "H", "H", "H", "O", "S", "O", "O", "O", "C", "N", "C", "N", "C", "N", "C", "N", "C", "C", "H", "H", "H", "H", "H", "H", "H", "H", "H", "H", "H", "H", "C", "N", "C", "C", "N", "C", "S", "H", "H", "H", "H", "H", "H"], "positions_angstrom": [[-0.661, 0.343, 0.362], [1.905, -0.027, 1.338], [1.191, -0.053, 2.934], [1.966, -0.276, 4.089], [1.359, -0.273, 5.323], [-0.012, -0.040, 5.420], [-0.704, 0.172, 4.247], [-0.132, 0.155, 3.041], [3.030, -0.436, 3.977], [1.945, -0.449, 6.218], [-0.520, -0.026, 6.375], [-1.771, 0.374, 4.258], [-0.826, 0.512, -3.926], [-1.147, 1.076, -2.639], [-1.737, 2.499, -2.909], [-2.148, 0.321, -1.882], [0.055, 1.292, -1.776], [1.582, -1.542, -1.990], [0.393, -2.054, -1.282], [0.806, -3.185, -0.451], [1.419, -4.265, -1.240], [2.573, -3.699, -1.953], [2.208, -2.581, -2.822], [1.205, -3.051, -3.785], [0.016, -3.605, -3.125], [-0.564, -2.539, -2.292], [0.444, -4.695, -2.250], [2.306, -1.201, -1.249], [1.284, -0.701, -2.615], [-0.071, -3.585, 0.063], [1.521, -2.829, 0.292], [3.029, -4.487, -2.557], [3.303, -3.351, -1.219], [1.653, -3.823, -4.416], [0.897, -2.210, -4.407], [-1.443, -2.933, -1.778], [-0.870, -1.711, -2.929], [0.896, -5.483, -2.857], [-0.432, -5.104, -1.741], [2.093, 3.959, 1.298], [1.276, 4.243, 0.131], [1.693, 4.891, -1.010], [0.645, 4.839, -1.870], [-0.408, 4.169, -1.288], [-0.004, 3.820, -0.073], [-0.897, 2.943, 1.136], [2.964, 4.611, 1.277], [2.411, 2.917, 1.308], [1.516, 4.142, 2.201], [2.679, 5.317, -1.095], [0.579, 5.215, -2.878], [-1.420, 3.173, -2.224]], "forces_ev_per_a": [[-0.0914, -0.1408, 0.0115], [0.0325, 0.0662, 0.1301], [-0.0749, 0.0201, 0.0113], [0.0187, 0.0282, -0.0635], [0.0501, -0.0166, 0.0046], [-0.0020, -0.0101, 0.0325], [0.0660, -0.0049, -0.1672], [0.0853, 0.0077, 0.1735], [-0.0198, -0.0206, 0.0220], [0.0088, 0.0116, -0.0229], [-0.0008, 0.0192, -0.0173], [0.0119, -0.0357, -0.0065], [0.0061, 0.0445, 0.0964], [0.0687, 0.0014, -0.0907], [-0.0756, 0.0768, -0.0595], [0.0024, 0.0921, -0.1577], [-0.1960, -0.2520, 0.0710], [-0.0262, -0.0703, -0.0451], [0.0074, 0.0765, -0.1769], [0.0566, -0.0397, -0.0484], [-0.0290, 0.0634, -0.0444], [-0.0698, 0.0258, 0.0132], [-0.0635, -0.0250, 0.0285], [-0.0229, 0.0277, 0.1091], [0.0347, 0.0396, 0.0234], [0.0679, -0.0583, 0.0408], [0.0364, 0.0603, 0.0215], [-0.0010, 0.0268, 0.0077], [0.0183, -0.0254, 0.0101], [-0.0218, -0.0004, 0.0261], [0.0099, 0.0078, 0.0191], [0.0142, -0.0192, -0.0208], [0.0053, 0.0013, 0.0142], [0.0135, -0.0263, -0.0150], [-0.0001, 0.0019, -0.0155], [-0.0283, 0.0125, 0.0057], [0.0125, -0.0119, 0.0150], [0.0018, -0.0097, -0.0139], [-0.0067, 0.0033, 0.0101], [-0.0997, 0.0389, -0.0757], [0.0469, -0.0285, 0.1183], [0.0444, -0.0260, 0.0970], [-0.2821, -0.1788, -0.0417], [0.0436, 0.2112, 0.1488], [0.0736, -0.0716, -0.2330], [0.0181, 0.1512, -0.0155], [0.0042, 0.0142, -0.0021], [-0.0102, -0.0428, -0.0444], [-0.0156, 0.0380, 0.0250], [-0.0197, -0.0181, 0.0028], [0.0152, 0.0039, 0.0402], [0.2822, -0.0393, 0.0482]], "orbital_gap_ev": 7.277, "de_lowest_kcal_mol": 0.0, "e_lumo_ev": 2.6, "e_tot_ha": -2656.64469, "e_homo_ev": -4.639, "total_charge": -1}

No. 2
{"formula": "C15H22O16", "method": "the ωB97M-V functional and the def2-TZVPD basis", "symbols": ["C", "C", "O", "C", "O", "O", "H", "H", "H", "H", "C", "C", "O", "C", "O", "O", "H", "H", "H", "H", "C", "C", "O", "C", "O", "O", "H", "H", "H", "H", "C", "C", "O", "C", "O", "O", "H", "H", "H", "H", "C", "C", "O", "C", "O", "O", "H", "H", "H", "H", "O", "H", "H"], "positions_angstrom": [[0.849, 0.033, 0.761], [0.469, 1.471, 1.183], [0.351, 2.179, -0.022], [0.462, 1.474, -1.079], [0.540, 1.923, -2.191], [0.749, 0.137, -0.617], [0.180, -0.616, 1.326], [1.881, -0.200, 1.021], [1.334, 1.776, 1.772], [-0.426, 1.391, 1.799], [-3.106, -2.782, 3.839], [-2.904, -2.291, 5.168], [-1.838, -1.387, 5.127], [-1.300, -1.419, 3.894], [-0.359, -0.712, 3.570], [-1.962, -2.305, 3.121], [-4.057, -2.399, 3.469], [-3.163, -3.862, 3.707], [-2.551, -3.065, 5.849], [-3.754, -1.708, 5.523], [-0.441, -3.512, -2.304], [0.253, -2.524, -3.299], [1.427, -3.085, -3.759], [1.505, -4.262, -3.168], [2.475, -4.981, -3.367], [0.534, -4.547, -2.310], [-1.387, -3.749, -2.792], [-0.572, -2.927, -1.394], [0.607, -1.714, -2.661], [-0.286, -2.187, -4.184], [3.921, 0.746, -0.698], [5.416, 0.698, -0.575], [5.838, 1.044, -1.849], [4.828, 1.251, -2.716], [4.864, 1.613, -3.862], [3.679, 1.031, -2.063], [3.563, 1.558, -0.065], [3.481, -0.184, -0.338], [5.719, -0.333, -0.391], [5.928, 1.227, 0.229], [-4.513, 3.505, 0.508], [-3.051, 3.209, 0.153], [-2.418, 3.297, 1.382], [-3.281, 2.867, 2.234], [-3.010, 2.356, 3.368], [-4.438, 2.888, 1.696], [-5.344, 2.940, 0.086], [-4.712, 4.570, 0.633], [-2.694, 3.913, -0.600], [-3.061, 2.208, -0.279], [1.290, 2.204, -4.950], [1.467, 1.609, -4.222], [1.016, 1.631, -5.666]], "forces_ev_per_a": [[-0.1847, 1.4629, 1.0634], [0.9831, -1.8535, 1.4501], [-0.9960, 2.7802, 2.1721], [2.0388, -2.2485, -0.7039], [-0.5919, -1.5034, 0.9021], [-0.7837, 0.0247, -3.4961], [-0.0748, -0.6005, -0.9279], [-0.0049, -0.1348, 0.0635], [-0.4013, 1.0510, -0.0023], [-0.1492, 0.8318, -0.3242], [-0.7968, -1.0296, -2.6316], [0.0243, 0.1959, 3.4983], [1.1013, 0.8724, -0.7475], [1.3035, 1.5358, -0.3204], [-1.6000, -1.6158, 0.2474], [0.2598, 0.4699, -0.3208], [0.2879, 0.3273, -0.7564], [0.2742, -0.0420, 0.2338], [-0.6381, -0.1551, 0.3522], [-0.1457, -0.4552, 0.3844], [0.3976, 1.8686, -2.5532], [-0.8305, 2.5644, 1.1228], [0.0015, -1.2849, -0.2026], [4.2593, -2.3453, -0.6349], [-1.8320, 0.5905, 0.5230], [-0.9348, -0.3052, 0.6793], [-0.0578, -0.9034, 0.6670], [0.0356, -0.9704, 0.4500], [-0.5703, 0.7673, -0.4507], [-0.4688, 0.0879, 0.4504], [-0.4080, 0.6307, 1.3398], [0.4345, -1.9216, 0.4924], [1.9501, 0.9488, -1.6930], [-0.7552, 0.5643, -0.5365], [0.7391, -0.6269, 1.3473], [-0.8434, -0.3779, 0.2485], [-0.5389, 0.1249, -0.2410], [-0.2565, 0.0717, -0.5929], [0.1320, -0.2506, -0.1543], [-0.3762, 0.8097, -0.3299], [0.6884, 0.4048, -1.5246], [-1.5092, 0.9784, -3.8460], [2.8047, 0.8727, -0.9423], [1.7087, -3.5742, 6.7201], [-1.0355, 2.4494, -4.1353], [-3.9783, -1.5325, 4.6466], [0.3411, 0.5387, -1.3427], [-0.2208, 0.1431, -0.1566], [0.6161, -0.0670, 0.3688], [0.6372, -0.2763, 0.2330], [-0.0076, 0.2392, -0.4041], [-0.0101, -0.0292, 0.4896], [-0.0179, -0.1028, -0.1745]], "orbital_gap_ev": [2.010, 10.608], "e_lumo_ev": [2.4, 2.4], "e_tot_ha": -1788.52705, "e_homo_ev": [0.416, -8.240], "multiplicity": 2, "total_charge": -1}

No. 3
{"formula": "C15H22O5", "method": "the ωB97M-V functional and the def2-TZVPD basis", "symbols": ["C", "O", "C", "C", "C", "O", "C", "C", "O", "C", "O", "C", "C", "C", "C", "C", "C", "C", "O", "C", "H", "H", "H", "H", "H", "H", "H", "H", "H", "H", "H", "H", "H", "H", "H", "H", "H", "H", "H", "H", "H", "H"], "positions_angstrom": [[-0.827, -3.189, -2.935], [-1.891, -2.380, -3.411], [-1.510, -1.201, -4.068], [-0.698, -0.230, -3.199], [-1.324, -0.080, -1.832], [-0.841, 0.929, -0.988], [-0.598, -0.394, -0.598], [-1.292, -0.945, 0.650], [-0.529, -1.992, 1.190], [-1.516, 0.145, 1.723], [-0.356, 0.371, 2.483], [0.593, 1.251, 1.907], [1.554, 1.736, 2.960], [1.191, 1.775, 4.298], [2.079, 2.244, 5.250], [3.335, 2.686, 4.873], [3.702, 2.653, 3.538], [2.818, 2.177, 2.587], [-0.749, -1.447, -5.216], [-1.458, -2.110, -6.243], [-0.467, -2.836, -1.964], [-0.004, -3.209, -3.653], [-1.238, -4.190, -2.821], [-2.478, -0.743, -4.339], [0.327, -0.596, -3.124], [-0.672, 0.736, -3.705], [-2.406, -0.192, -1.817], [0.440, -0.711, -0.688], [-2.265, -1.363, 0.361], [-0.005, -1.610, 1.914], [-1.872, 1.066, 1.246], [-2.263, -0.212, 2.437], [0.073, 2.112, 1.459], [1.151, 0.754, 1.102], [0.211, 1.427, 4.587], [1.787, 2.267, 6.290], [4.027, 3.054, 5.616], [4.682, 2.995, 3.237], [3.107, 2.149, 1.546], [-0.743, -2.280, -7.045], [-2.283, -1.488, -6.607], [-1.861, -3.065, -5.893]], "forces_ev_per_a": [[0.0199, 0.0106, -0.0407], [-0.1231, -0.0305, -0.0093], [-0.0486, 0.4544, 0.0443], [-0.2339, -0.2479, -0.0137], [-0.1007, -0.7157, -0.5765], [0.1616, 1.3415, 0.2386], [-0.0410, -0.9043, 0.1102], [-0.0829, 0.6446, 0.0833], [0.2144, -0.2567, 0.2172], [-0.4549, -0.3006, -0.3320], [0.3004, 0.0313, 0.2150], [0.0439, 0.2139, -0.2133], [-0.0551, -0.1209, -0.0259], [-0.0777, -0.0424, -0.0634], [0.0079, 0.0347, 0.0639], [0.0637, 0.0336, 0.0667], [0.0805, 0.0564, -0.0250], [-0.1110, -0.0321, -0.0097], [0.0958, 0.1394, 0.1944], [-0.0672, -0.0671, 0.0234], [0.0416, -0.0229, -0.0066], [0.0037, -0.0607, 0.0648], [0.0933, 0.0038, 0.0409], [0.2008, -0.0737, -0.0013], [0.0540, 0.0471, 0.0112], [0.0133, -0.0025, -0.0215], [-0.0380, 0.0007, 0.0802], [-0.0064, -0.0085, -0.0044], [0.0701, 0.1253, 0.0637], [-0.0732, -0.0619, -0.1242], [0.0161, -0.0662, 0.0898], [0.0307, 0.0388, -0.1154], [0.0178, -0.1560, 0.0209], [-0.0551, 0.0578, 0.0498], [-0.0783, -0.0422, 0.0386], [-0.0214, -0.0012, 0.0820], [0.0560, 0.0220, 0.0577], [0.0774, 0.0222, -0.0223], [0.0486, -0.0267, -0.1159], [-0.0874, -0.0265, -0.0449], [0.0197, -0.0339, -0.0280], [0.0245, 0.0232, -0.0625]], "orbital_gap_ev": 10.028, "de_lowest_kcal_mol": 84.2, "e_lumo_ev": 0.9, "e_tot_ha": -960.88744, "e_homo_ev": -9.157}